# C29H53ClN7O8P2

A 4-piece molecular cluster, C29H53ClN7O8P2 overall (the ωB97M-V functional and the def2-TZVPD basis, OMol25).

Geometry as XYZ:
```
100
Properties=species:S:1:pos:R:3:forces:R:3:lowdin_charge:R:1
C -1.9498 1.0111 -0.4125 0.33 -0.58 -0.50 0.17
C -1.1068 0.3523 0.1382 -0.08 0.25 0.46 -0.09
C -0.2112 -0.4947 0.9788 -0.64 -0.20 -0.62 -0.23
C 1.2789 -0.2259 0.5713 -1.01 0.55 -0.68 -0.10
C 1.4032 1.0588 -0.2544 0.21 -0.85 0.04 -0.30
C 1.6078 0.9116 -1.6294 0.11 0.38 0.13 0.01
C 1.7326 2.0704 -2.3934 -0.09 -0.40 0.93 -0.01
C 1.6425 3.2613 -1.6865 0.11 0.98 -1.07 -0.05
C 1.4183 3.3191 -0.3280 0.03 -0.66 0.02 -0.09
N 1.2994 2.2034 0.3971 0.01 0.49 0.08 0.12
N 2.2672 -0.3273 1.7220 -0.61 0.22 -1.12 -0.07
C 3.5409 0.2789 1.2018 1.65 0.73 0.56 -0.15
O 4.5655 0.0431 2.1148 -0.34 -0.14 -0.74 -0.18
C 5.8527 0.0723 1.4846 0.32 -0.15 0.49 -0.03
N 2.5118 -1.6920 1.9960 -0.07 -0.47 1.09 -0.08
C 1.5919 -2.4713 2.7951 -0.67 -0.47 0.03 -0.03
C 3.4024 -2.5139 1.2015 0.98 -0.86 -1.08 -0.42
C 2.9136 -3.2227 -0.0559 -0.50 0.76 0.37 0.04
O 4.5166 -2.7327 1.5848 -0.20 0.36 0.33 0.15
C 1.7823 0.4881 2.9356 0.27 0.13 0.08 -0.28
P 2.7002 0.3235 4.5964 0.26 0.04 1.08 0.91
C 3.7861 -1.1417 4.6793 -0.01 -0.23 -0.23 -0.24
O 3.8668 1.5219 4.5350 -0.54 -0.41 -0.81 -0.29
C 0.2267 0.6367 3.0317 -0.01 -0.21 0.19 -0.43
P -0.4704 1.1312 4.7245 -0.93 0.25 -0.24 0.67
O 0.5712 2.3460 5.1272 -0.05 -0.70 0.07 -0.38
Cl -0.1251 -0.4630 6.0482 0.21 0.33 -0.22 0.25
N -0.5346 -0.4466 2.4022 1.04 0.08 0.24 -0.13
C -1.9740 -0.4353 2.6276 -1.21 -0.50 0.65 -0.22
C -2.5002 -1.3554 3.7601 0.14 0.26 -0.07 -0.18
C -1.7094 -2.6383 3.9275 -0.39 -0.24 -0.01 -0.30
O -2.4472 -3.5221 4.7670 -0.01 0.08 -0.05 -0.05
H -2.6883 1.3900 -1.0913 -0.09 0.23 0.25 0.04
H -0.4534 -1.5164 0.6579 0.18 -0.04 0.05 0.15
H 1.5231 -1.0278 -0.1199 0.26 -0.05 0.23 0.12
H 1.6867 -0.0779 -2.0660 0.02 0.02 -0.05 0.10
H 1.9154 2.0506 -3.4600 -0.02 0.09 -0.01 0.11
H 1.7632 4.1923 -2.2304 -0.04 -0.03 0.03 0.11
H 1.3530 4.2711 0.1828 -0.03 -0.05 0.08 0.12
H 3.4502 1.3633 1.1248 -0.71 -0.13 -0.13 0.15
H 3.7548 -0.0867 0.1906 -0.18 -0.49 0.14 0.16
H 5.8565 0.6648 0.5685 -0.06 0.00 0.00 0.10
H 6.1915 -0.9481 1.2971 -0.12 0.04 -0.19 0.09
H 6.5417 0.5228 2.1970 -0.07 0.08 -0.03 0.10
H 0.6325 -2.6996 2.3196 0.11 0.16 -0.09 0.07
H 1.3658 -2.0382 3.7700 0.16 0.25 -0.11 0.06
H 2.0679 -3.4337 2.9942 0.22 0.13 0.00 0.12
H 2.7309 -2.4903 -0.8501 -0.03 -0.15 -0.06 0.07
H 3.6664 -3.9194 -0.4030 0.05 -0.05 0.10 0.10
H 1.9669 -3.7327 0.1390 0.01 0.01 -0.06 0.09
H 2.0700 1.5093 2.6705 0.13 -0.15 -0.16 0.10
H 4.6110 -0.8578 5.3352 -0.04 0.14 0.00 0.06
H 3.2422 -1.9397 5.1880 -0.05 0.07 0.03 0.04
H 4.1828 -1.5223 3.7420 0.06 0.16 0.11 0.02
H 3.4086 2.3324 4.2761 0.26 0.23 0.32 0.05
H -0.0552 1.5516 2.4737 0.31 0.22 0.23 0.11
H 0.9640 2.1518 5.9917 0.20 0.17 -0.06 0.04
H -2.5138 -0.7806 1.7456 0.53 0.05 -0.30 0.11
H -2.3686 0.5715 2.8087 0.19 0.09 -0.17 0.11
H -3.5101 -1.6708 3.4806 0.00 0.10 -0.03 0.11
H -2.6330 -0.8124 4.6968 0.29 -0.13 0.11 0.08
H -0.7158 -2.4864 4.3421 0.03 0.18 -0.12 0.05
H -1.6202 -3.1009 2.9333 0.19 -0.03 0.07 0.12
H -1.8668 -3.8670 5.4480 -0.02 -0.05 0.04 0.09
C 0.9776 3.6456 -6.5583 0.08 -0.02 -0.08 -0.35
O 1.8776 3.5777 -5.7385 -0.14 -0.06 0.17 0.00
N -0.2883 4.0080 -6.2816 -0.05 -0.03 -0.13 -0.20
C -1.3184 4.0649 -7.3028 0.02 0.05 0.23 -0.05
C -0.6272 4.3526 -4.9128 0.22 -0.06 -0.03 -0.04
H 1.1375 3.4071 -7.6222 -0.01 0.02 0.00 0.14
H -1.7163 5.0783 -7.3756 -0.05 -0.02 -0.07 0.09
H -2.1318 3.3818 -7.0512 -0.04 0.02 -0.08 0.09
H -0.9049 3.7797 -8.2674 0.04 0.00 0.01 0.08
H -0.0153 5.1930 -4.5824 -0.05 0.00 0.08 0.09
H -0.4230 3.5016 -4.2604 -0.06 0.06 0.09 0.08
H -1.6785 4.6191 -4.8456 -0.01 -0.02 -0.06 0.09
C -5.1052 0.0544 -0.6625 0.07 -0.08 0.04 -0.37
O -4.8858 0.7394 -1.6479 0.02 0.07 0.03 -0.01
N -6.2698 0.0016 -0.0011 0.01 -0.06 0.05 -0.19
C -6.4554 -0.8348 1.1701 -0.13 0.15 -0.12 -0.05
C -7.3816 0.8116 -0.4782 0.14 0.02 -0.10 -0.03
H -4.3271 -0.5952 -0.2229 -0.02 0.00 0.04 0.12
H -7.2525 -1.5576 0.9903 0.02 -0.04 0.08 0.09
H -6.7231 -0.2183 2.0300 0.00 -0.07 0.05 0.09
H -5.5368 -1.3739 1.3951 0.02 0.01 -0.03 0.07
H -7.6305 0.5338 -1.5022 -0.05 0.04 0.00 0.10
H -7.1039 1.8655 -0.4685 -0.06 0.01 -0.02 0.09
H -8.2466 0.6574 0.1609 0.02 -0.03 0.03 0.09
C 0.9498 -2.7417 -4.2999 -0.03 0.03 -0.15 -0.34
O 1.7830 -2.6604 -3.4111 0.03 0.09 0.17 -0.01
N -0.3610 -2.5010 -4.1230 0.15 -0.09 -0.08 -0.19
C -1.3335 -2.5884 -5.1967 -0.03 0.04 0.22 -0.04
C -0.7855 -2.1374 -2.7871 0.03 0.04 0.01 -0.04
H 1.2145 -3.0138 -5.3335 0.00 -0.02 0.03 0.14
H -1.8234 -1.6231 -5.3354 -0.04 -0.04 -0.06 0.09
H -2.0888 -3.3382 -4.9561 -0.03 0.01 -0.08 0.09
H -0.8409 -2.8704 -6.1244 0.05 -0.01 0.02 0.09
H -0.2634 -1.2301 -2.4782 -0.13 0.02 0.12 0.07
H -0.5332 -2.9376 -2.0882 -0.05 0.03 0.06 0.09
H -1.8580 -1.9609 -2.7714 -0.01 0.02 -0.04 0.09
```
Positions in Å, forces in eV/Å.

Summary:
* highest occupied orbital energy: -10.7 eV
* total energy: -3264.5568 Eh
* total charge: +1

---

# C29H53F2N5O14S2

A 5-piece molecular cluster, C29H53F2N5O14S2 overall (the ωB97M-V functional and the def2-TZVPD basis, OMol25).

Geometry as XYZ:
```
105
Properties=species:S:1:pos:R:3:forces:R:3:lowdin_charge:R:1
C -1.1358 1.5700 -0.3332 0.21 -0.05 0.30 -0.07
C -0.9841 0.0645 -0.0711 0.31 0.30 -0.02 -0.21
C 0.4900 -0.3031 0.1984 -0.97 0.36 0.21 -0.09
N 0.8896 -1.5691 -0.3839 0.59 0.49 -0.44 0.04
C 1.5911 -1.7008 -1.5044 0.10 -0.95 0.01 -0.12
C 2.0589 -0.5397 -2.3684 -0.79 0.50 -0.47 -0.72
O 3.0984 0.0006 -2.0162 0.68 0.20 0.39 0.02
O 1.2386 -0.3000 -3.2664 -0.06 -0.08 0.08 0.01
N 1.7961 -3.0000 -1.7970 -0.27 0.09 0.41 0.25
C 1.1899 -3.6557 -0.8183 0.18 -0.16 -0.24 -0.28
N 1.1673 -5.0113 -0.7455 -0.42 0.49 0.26 -0.04
F 1.8235 -5.6316 -1.7690 0.10 -0.02 -0.05 0.07
C 0.5741 -5.9122 0.1866 -0.04 -0.64 0.17 -0.08
C 1.4775 -6.3520 1.3563 0.49 0.01 -0.12 -0.33
C 2.5505 -5.3665 1.8082 0.20 -0.33 0.14 -0.01
F 0.6479 -6.6729 2.4311 -0.19 0.11 -0.08 -0.02
N 0.6106 -2.8383 0.0931 0.23 0.14 -0.11 0.06
C -0.1332 -3.0548 1.3157 -0.59 0.12 0.11 -0.09
C -1.6651 -3.2089 1.1363 0.24 -0.63 0.08 -0.22
C -2.1213 -3.4940 -0.2897 -0.05 0.41 -0.29 -0.52
S -3.7328 -4.2882 -0.3542 -0.32 -0.19 0.16 0.95
C -4.8240 -3.0229 0.2454 0.34 -0.22 -0.26 -1.06
S -4.4305 -1.4455 0.1566 -0.02 0.21 0.36 0.77
N -6.0047 -3.5603 0.7533 -0.39 0.49 0.09 -0.24
C -6.5808 -2.8042 1.8790 0.60 0.14 0.32 -0.25
C -5.6023 -2.7496 3.0612 0.22 -0.47 -0.48 -0.09
C -7.0004 -3.8879 -0.2921 0.49 -0.19 -0.56 -0.22
C -7.3320 -2.7615 -1.2808 -0.06 -0.24 0.13 -0.08
H -1.1394 1.7760 -1.3994 0.00 0.03 -0.10 0.08
H -0.3049 2.1239 0.1050 -0.06 0.06 0.05 0.05
H -2.0426 1.9689 0.1127 -0.16 -0.01 -0.09 0.07
H -1.3248 -0.4668 -0.9556 -0.13 -0.23 0.07 0.10
H -1.5804 -0.2175 0.7938 -0.20 -0.19 -0.10 0.08
H 1.1190 0.4650 -0.2400 0.36 -0.25 -0.20 0.12
H 0.6718 -0.2809 1.2708 0.26 -0.16 0.05 0.13
H -0.3756 -5.5423 0.5682 0.06 0.29 0.04 0.11
H 0.3088 -6.8033 -0.3800 -0.07 0.01 -0.12 0.14
H 1.9625 -7.2838 1.0709 -0.04 -0.09 0.01 0.14
H 2.6950 -4.5189 1.1461 -0.13 0.12 -0.02 0.07
H 3.5064 -5.8825 1.8568 0.09 0.02 -0.01 0.08
H 2.3464 -5.0339 2.8228 -0.19 0.18 0.00 0.09
H 0.2872 -3.9188 1.8172 0.07 -0.06 -0.02 0.10
H 0.0402 -2.2109 1.9765 0.29 0.08 -0.04 0.12
H -1.9711 -4.0506 1.7594 -0.04 -0.02 0.10 0.11
H -2.1817 -2.3382 1.5252 -0.04 0.12 -0.09 0.07
H -1.4700 -4.1822 -0.8251 0.05 -0.17 0.05 0.06
H -2.1389 -2.5808 -0.8810 -0.06 0.06 -0.06 0.05
H -6.8354 -1.7866 1.5805 -0.40 0.01 -0.02 0.09
H -7.4509 -3.3626 2.2088 -0.27 0.06 -0.25 0.12
H -4.9742 -1.8651 3.0342 -0.09 0.17 0.16 0.05
H -4.9357 -3.6104 2.9775 0.04 -0.07 0.11 0.07
H -6.1161 -2.8508 4.0115 -0.09 0.28 0.10 0.07
H -6.5888 -4.7220 -0.8610 -0.16 -0.21 0.05 0.10
H -7.9058 -4.2247 0.2006 0.04 -0.10 0.25 0.11
H -8.3567 -2.8917 -1.6224 -0.10 0.13 0.00 0.07
H -6.7019 -2.8123 -2.1652 0.19 0.10 0.02 0.07
H -7.2181 -1.7805 -0.8284 -0.14 0.12 0.02 0.05
C 2.1839 5.6925 2.7645 0.01 0.08 0.17 -0.04
O 1.5077 4.7895 1.8864 -0.03 -0.03 0.02 0.00
C 2.0814 4.6603 0.6886 0.00 -0.04 -0.03 -0.61
O 3.0780 5.2267 0.3227 -0.12 0.11 0.04 0.11
O 1.3702 3.7975 -0.0275 -0.01 -0.01 -0.02 -0.02
C 1.8791 3.5661 -1.3519 0.01 -0.17 -0.26 -0.01
H 1.6150 5.7007 3.6894 -0.07 -0.07 -0.04 0.09
H 3.1973 5.3491 2.9645 0.03 0.03 -0.07 0.09
H 2.2065 6.6949 2.3416 0.07 -0.02 -0.05 0.10
H 2.8812 3.1450 -1.3141 0.02 0.04 0.04 0.10
H 1.8742 4.4884 -1.9292 0.06 0.04 0.07 0.10
H 1.2123 2.8456 -1.8166 -0.03 -0.02 0.08 0.08
C -11.3499 0.0673 1.2915 -0.15 -0.10 0.03 -0.04
O -9.9344 0.0863 1.0912 0.01 -0.05 0.00 0.00
C -9.4228 1.3081 0.9339 0.05 -0.05 -0.01 -0.63
O -10.0416 2.3381 0.9498 -0.04 0.05 0.00 0.13
O -8.1089 1.1862 0.7566 0.05 -0.08 0.00 -0.01
C -7.4192 2.4250 0.5718 0.19 0.08 -0.03 -0.03
H -11.6273 -0.9767 1.4033 0.10 -0.03 -0.01 0.09
H -11.6174 0.6143 2.1932 0.00 0.08 -0.04 0.10
H -11.8649 0.4914 0.4319 0.01 0.08 0.03 0.10
H -7.5334 3.0622 1.4464 -0.09 0.03 -0.03 0.10
H -7.7832 2.9382 -0.3158 -0.07 0.03 0.04 0.10
H -6.3715 2.1706 0.4407 -0.03 -0.10 0.01 0.09
C 8.3784 0.8854 1.6637 0.09 -0.15 0.03 -0.05
O 7.6696 1.6243 0.6711 0.02 -0.03 -0.03 0.00
C 7.2054 2.8040 1.0920 -0.01 0.00 -0.07 -0.63
O 7.3440 3.2535 2.2009 0.00 0.00 0.06 0.12
O 6.5727 3.3833 0.0821 0.00 0.01 -0.08 0.01
C 6.0192 4.6719 0.3836 0.13 0.17 -0.06 -0.03
H 8.6931 -0.0389 1.1877 -0.04 0.03 -0.08 0.09
H 9.2534 1.4366 2.0034 -0.05 0.04 0.06 0.10
H 7.7317 0.6576 2.5093 0.02 0.08 0.04 0.09
H 6.8083 5.3659 0.6693 0.02 -0.06 0.07 0.10
H 5.2814 4.5907 1.1723 0.01 0.00 0.10 0.08
H 5.5378 5.0230 -0.5205 0.00 -0.12 -0.08 0.09
C 6.8120 2.9429 -3.7274 -0.18 -0.18 0.13 -0.02
O 7.8507 3.4244 -4.5901 0.00 -0.02 -0.02 0.01
C 8.3768 4.5848 -4.2168 0.00 -0.06 -0.05 -0.63
O 8.0590 5.2350 -3.2555 -0.01 0.05 0.05 0.12
O 9.3265 4.9147 -5.0964 0.03 0.00 -0.03 0.00
C 9.9793 6.1519 -4.8129 0.12 0.11 -0.06 -0.05
H 6.4711 2.0003 -4.1436 0.09 0.02 -0.11 0.10
H 7.1916 2.7765 -2.7213 -0.01 0.10 0.03 0.09
H 5.9812 3.6450 -3.7017 0.04 0.06 0.05 0.10
H 10.4782 6.1114 -3.8465 -0.07 0.02 0.04 0.10
H 9.2677 6.9753 -4.8294 -0.02 -0.01 0.08 0.10
H 10.7172 6.2934 -5.5973 -0.03 -0.09 -0.04 0.09
```
Positions in Å, forces in eV/Å.

Summary:
* highest occupied orbital energy: -8.7 eV
* total energy: -3459.9446 Eh

---

LUMO level: -2.053; -0.570 (eV)